No. 1
One molecule with the formula C22H20N4O2S2 in a non-equilibrium geometry, computed with ωB97M-V with the def2-TZVPD basis set.

Properties
* SMILES string: Cc1sc2nc(SCCC(=O)NN)n(-c3ccccc3)c(=O)c2c1-c1ccccc1
* gap between HOMO and LUMO: 7.939 eV
* E: -2016.1017 a.u.
* energy relative to the best compared isomer or geometry (same formula, charge and spin): 548.4 kJ/mol

Last column: Löwdin charge in e.
Element x y z (Å)
1 O -0.56345 0.91220 -0.95377  0.1581
2 O 4.15670 3.56199 2.99684  0.0073
3 N 0.80337 -1.06972 2.21880  0.0340
4 S -1.57996 -2.30429 2.69907  1.0951
5 S 3.20066 -0.15555 2.20885  1.0124
6 C -0.08669 0.23304 -0.13967  -0.3954
7 C 4.32562 2.33590 3.14959  -0.5294
8 C 1.65310 -0.37248 1.45282  -0.4990
9 C -0.48871 -1.24798 1.69974  -0.4626
10 C -0.94626 -0.65648 0.60499  -0.0874
11 C -2.36538 -0.93943 0.56561  -0.1925
12 C -2.76987 -1.74448 1.60430  -0.5472
13 C -4.74351 0.40533 -2.63120  -0.0526
14 C 4.14303 2.34347 -2.00373  -0.1059
15 C -4.06891 1.32128 -1.71583  -0.0789
16 C -4.59978 -0.94098 -2.36105  -0.1326
17 C 4.22396 1.00197 -1.97384  -0.1091
18 C 3.07082 2.96033 -1.31436  -0.0637
19 C -3.34035 1.00373 -0.62510  -0.0277
20 C -3.88251 -1.35915 -1.28233  -0.0230
21 C 3.26056 0.20503 -1.30707  0.0122
22 C 2.09880 2.25262 -0.63711  -0.0104
23 C -3.22862 -0.39630 -0.44130  -0.1699
24 C 2.24336 0.87834 -0.59661  -0.2659
25 N 1.28639 0.19266 0.14358  0.0730
26 N 5.93390 2.63653 1.27981  0.0969
27 N 5.36689 1.87443 2.38317  -0.0417
28 C -4.19263 -2.11608 2.05982  -0.1022
29 C 2.61982 0.47582 3.78049  -0.4373
30 C 3.62656 1.56427 4.21199  -0.1671
31 H -5.42406 0.69447 -3.53291  0.1315
32 H 4.85414 3.08416 -2.43140  0.1206
33 H -3.94247 2.32819 -2.01539  0.0865
34 H -4.95943 -1.70086 -2.99275  0.0863
35 H 5.09379 0.50616 -2.51538  0.1294
36 H 2.89445 4.00559 -1.10222  0.1071
37 H -2.79178 1.70511 -0.06706  0.1084
38 H -3.92201 -2.44933 -0.96072  0.1387
39 H 3.26217 -0.83946 -1.52436  0.1091
40 H 1.33235 2.73310 -0.04614  0.1309
41 H 5.31629 3.33574 1.03290  0.0319
42 H 6.09884 1.96802 0.53751  0.0734
43 H 5.71406 1.02158 2.72480  0.1000
44 H -4.29580 -2.44304 3.09039  0.0555
45 H -4.89241 -1.29765 1.81267  0.0892
46 H -4.49010 -3.03212 1.50580  0.0784
47 H 2.42604 -0.26685 4.50570  0.0599
48 H 1.56915 0.89105 3.69119  0.1099
49 H 4.37609 1.03658 4.87350  0.1384
50 H 3.08264 2.32236 4.79621  0.1273

Forces on the atoms, in the same order (eV/Å):
-0.88 3.31 -3.88
-1.64 -0.95 0.44
0.71 1.11 -2.60
1.78 2.18 -1.97
0.13 -0.06 -1.07
0.36 -2.26 1.87
2.44 3.95 -2.02
-3.05 -1.61 -0.01
3.42 -1.57 3.71
-1.07 -0.92 1.25
0.10 -0.52 1.24
-2.06 -0.01 0.40
-0.04 1.07 0.22
-0.78 3.59 0.95
-1.51 0.20 -2.95
-0.21 0.78 -0.29
1.23 -2.68 -0.82
-0.64 0.22 0.61
-0.47 -3.71 -0.89
0.87 0.18 2.63
-0.24 2.03 -0.29
1.33 -0.58 -0.16
-1.31 -0.80 -0.76
0.66 -0.22 -1.29
0.08 -2.72 4.03
1.98 -2.92 2.26
-1.69 0.25 0.61
0.02 -0.44 -1.95
-1.40 1.92 -0.65
0.16 -1.27 1.58
1.71 -0.04 1.83
-0.25 -1.22 0.03
-0.72 1.15 -0.39
-0.89 -0.61 -0.85
-1.36 0.50 0.74
0.89 0.51 -0.93
0.48 0.67 0.60
0.59 1.53 -0.62
-0.06 -0.65 0.59
-0.02 0.05 -0.15
-1.85 1.56 -0.38
-0.38 0.14 -0.15
1.33 -1.09 -0.71
0.39 0.53 0.27
0.21 -0.49 0.21
-0.18 0.59 0.01
0.56 -1.06 0.82
1.34 -0.09 -0.52
-0.51 0.83 -0.56
0.46 -0.32 -0.04



No. 2
C38H75GeN3P2SSi3Ti as an isolated structure, computed with ωB97M-V with the def2-TZVPD basis set.

Properties
* gap between HOMO and LUMO: 6.687 eV
* E: -6532.6518 a.u.
* charge: +2
* energy relative to the best compared isomer or geometry (same formula, charge and spin): 54.3 kJ/mol

Last column: Löwdin charge in e.
Element x y z (Å)
1 Ti 0.25122 0.17804 -0.08668  0.3920
2 C 2.27395 5.19026 0.29901  -0.0908
3 C 1.26468 4.15416 -0.23202  -0.5014
4 C 1.09438 4.29765 -1.74869  -0.1143
5 P 1.62175 2.42434 0.34793  1.0747
6 C 2.46056 2.68662 1.97387  -0.5171
7 C 1.48335 3.19566 3.03309  -0.0921
8 C 3.24796 1.47193 2.44686  -0.0818
9 C 2.89527 1.71432 -0.73553  -0.3032
10 C 3.76703 2.45531 -1.53735  -0.0280
11 C 4.68857 1.84274 -2.37280  -0.2447
12 C 5.65744 2.65164 -3.18687  -0.0293
13 C 4.70386 0.44719 -2.41802  -0.0052
14 C 3.84676 -0.30582 -1.64108  -0.0434
15 C 2.94504 0.31879 -0.77936  -0.3396
16 N 2.05607 -0.45358 0.04544  -0.1358
17 C 2.67501 -1.44580 0.86966  -0.2943
18 C 4.04725 -1.59439 1.04391  -0.0156
19 C 4.53406 -2.57218 1.89873  0.0000
20 C 3.69205 -3.42841 2.59867  -0.2482
21 C 4.22781 -4.49479 3.51108  -0.0301
22 C 2.32167 -3.25304 2.43449  -0.0322
23 C 1.81430 -2.26494 1.59789  -0.2760
24 P 0.07538 -1.86703 1.34467  1.0087
25 C -0.65336 -1.58083 3.00446  -0.5388
26 C -0.07746 -0.26205 3.51042  -0.1087
27 C -0.51896 -2.65514 4.08008  -0.0769
28 C -0.60864 -3.29960 0.40881  -0.5256
29 C -0.40234 -4.68021 1.02427  -0.0726
30 C 0.01615 -3.23844 -0.98531  -0.1191
31 H 2.18640 6.10279 -0.29004  0.0907
32 H 3.31045 4.86251 0.23470  0.0730
33 H 2.07850 5.45517 1.33664  0.0775
34 H 0.29794 4.36416 0.23959  0.0933
35 H 2.00456 4.04338 -2.28910  0.0654
36 H 0.85749 5.33889 -1.96800  0.0957
37 H 0.29785 3.67934 -2.14751  0.0034
38 H 3.18745 3.47629 1.77026  0.0990
39 H 0.75939 2.43168 3.31289  0.0537
40 H 0.93425 4.08312 2.71644  0.0699
41 H 2.03905 3.46069 3.93347  0.0970
42 H 2.61014 0.61111 2.63156  0.0536
43 H 3.75459 1.71855 3.38112  0.1002
44 H 4.00875 1.17525 1.72543  0.0753
45 H 3.74451 3.53457 -1.50569  0.0995
46 H 5.34966 3.69395 -3.24960  0.0828
47 H 5.74792 2.25922 -4.19936  0.0877
48 H 6.65245 2.62526 -2.73987  0.0960
49 H 5.41060 -0.05381 -3.06897  0.1288
50 H 3.87023 -1.38674 -1.69429  0.1265
51 H 4.75050 -0.95072 0.53740  0.1133
52 H 5.60557 -2.66743 2.02259  0.1250
53 H 5.31568 -4.51283 3.50201  0.0831
54 H 3.87347 -5.48124 3.21007  0.0902
55 H 3.90390 -4.33018 4.53954  0.0904
56 H 1.64843 -3.90171 2.97742  0.1077
57 H -1.70600 -1.41786 2.78532  0.0090
58 H 0.97362 -0.37352 3.77211  0.0817
59 H -0.61157 0.06450 4.40489  0.1021
60 H -0.17395 0.54117 2.76917  0.0356
61 H 0.50226 -2.70893 4.45465  0.0786
62 H -0.82054 -3.64723 3.75109  0.0617
63 H -1.15661 -2.38182 4.92315  0.0974
64 H -1.67912 -3.09754 0.32612  0.0425
65 H 0.65640 -4.91401 1.13189  0.0769
66 H -0.83343 -5.42906 0.35729  0.0958
67 H -0.88906 -4.79164 1.99048  0.0640
68 H 1.09266 -3.42155 -0.94115  0.0951
69 H -0.15224 -2.26905 -1.46952  0.0123
70 H -0.43075 -4.00093 -1.62576  0.0952
71 C 1.39282 -1.50525 -3.71608  -0.0691
72 N 0.90182 -0.39259 -4.51106  -0.0035
73 C 0.25401 0.68780 -4.08135  -0.6872
74 S -0.16911 0.99161 -2.44704  0.7248
75 N -0.11936 1.58368 -4.99617  -0.0172
76 C -0.89907 2.79772 -4.78048  -0.0554
77 H 0.91020 -2.42870 -4.03496  0.1029
78 H 1.16753 -1.32136 -2.66795  0.0225
79 H 2.47121 -1.59705 -3.83062  0.0921
80 H 1.00960 -0.48657 -5.51125  0.1598
81 H 0.18622 1.41958 -5.94463  0.1551
82 H -1.59434 2.91381 -5.60881  0.1000
83 H -0.25052 3.67157 -4.72732  0.0945
84 H -1.46247 2.70883 -3.85533  0.0420
85 C -4.63848 -0.28393 -2.51233  -0.2054
86 Si -3.15288 -1.31921 -2.02904  0.3537
87 C -3.61268 -3.11009 -1.69883  -0.1994
88 C -2.05630 -1.43426 -3.55462  -0.2209
89 Ge -2.33764 -0.32181 0.05131  0.6081
90 Si -2.98499 2.03609 0.36266  0.3352
91 C -4.85218 2.14462 0.30293  -0.2014
92 C -2.34792 2.59529 2.03653  -0.2047
93 C -2.37456 3.29129 -0.87891  -0.2176
94 Si -3.98158 -1.30003 1.61563  0.3636
95 C -4.05571 -0.38429 3.25790  -0.1939
96 C -5.68963 -1.15165 0.85312  -0.1961
97 C -3.73414 -3.11628 2.04115  -0.1881
98 H -4.97079 -0.57716 -3.51171  0.0467
99 H -4.38711 0.77868 -2.54463  0.0224
100 H -5.47939 -0.41300 -1.83262  0.0184
101 H -4.27736 -3.43657 -2.50397  0.0526
102 H -4.11235 -3.31806 -0.75959  -0.0039
103 H -2.71981 -3.73831 -1.75549  0.0241
104 H -2.42323 -2.29175 -4.12546  0.0531
105 H -0.99871 -1.59860 -3.35895  -0.0325
106 H -2.16337 -0.55159 -4.18657  0.0293
107 H -5.34540 1.67980 1.15319  0.0197
108 H -5.26836 1.72497 -0.61188  0.0196
109 H -5.10617 3.20887 0.32110  0.0520
110 H -2.36197 1.82964 2.80958  0.0074
111 H -2.95648 3.43237 2.38970  0.0530
112 H -1.32485 2.96581 1.93594  0.0022
113 H -2.88203 3.21456 -1.84270  0.0350
114 H -1.30450 3.22760 -1.05007  -0.0438
115 H -2.59653 4.28121 -0.46852  0.0543
116 H -4.29181 0.67333 3.15754  0.0213
117 H -3.15720 -0.46615 3.87102  0.0215
118 H -4.87001 -0.84482 3.82503  0.0501
119 H -5.93786 -0.13700 0.55398  0.0016
120 H -6.40571 -1.44310 1.62716  0.0524
121 H -5.85699 -1.80497 0.00017  0.0278
122 H -2.79072 -3.33881 2.53579  0.0057
123 H -3.83476 -3.78996 1.19107  0.0248
124 H -4.52858 -3.37201 2.74835  0.0537

Forces on the atoms, in the same order (eV/Å):
-0.03 0.39 -0.69
-0.05 0.01 0.00
-0.03 0.07 0.04
0.01 0.00 0.02
-0.01 -0.12 0.12
0.07 0.05 0.04
0.03 -0.02 0.02
0.00 -0.01 0.01
0.04 -0.01 -0.02
0.04 -0.07 0.04
0.00 0.04 0.02
0.01 0.01 -0.01
-0.01 -0.05 -0.01
-0.08 0.06 -0.12
-0.07 -0.05 0.07
0.30 -0.04 0.05
-0.05 0.03 -0.04
0.00 -0.02 -0.01
0.01 0.02 0.00
-0.01 -0.01 -0.01
0.01 -0.01 0.00
0.01 0.02 0.01
0.01 -0.05 0.00
0.10 -0.13 0.00
-0.03 -0.04 -0.02
-0.05 0.08 -0.01
0.01 -0.02 -0.01
-0.06 -0.03 0.08
-0.01 0.00 -0.03
-0.02 0.04 -0.02
-0.04 0.01 0.01
0.02 0.01 -0.11
0.04 -0.02 0.01
-0.01 0.05 -0.08
-0.09 0.07 0.00
-0.04 0.01 0.00
-0.04 -0.06 0.01
-0.03 -0.04 -0.01
-0.04 -0.03 -0.01
-0.01 -0.01 -0.03
0.00 0.01 0.00
-0.08 -0.07 0.04
0.00 0.00 0.00
-0.01 0.03 0.01
0.05 0.02 0.06
0.00 0.01 0.00
0.00 -0.01 -0.01
0.00 -0.01 0.01
-0.01 -0.01 -0.02
0.03 -0.01 0.04
0.00 0.01 -0.01
0.01 0.00 0.00
0.00 0.00 0.00
-0.01 -0.01 0.00
-0.01 0.00 0.00
-0.03 -0.02 0.02
0.01 -0.06 0.00
0.09 0.02 0.00
0.00 0.01 0.00
-0.02 0.03 -0.03
0.02 -0.01 0.00
-0.01 0.00 -0.01
-0.01 0.00 0.00
-0.01 0.01 0.00
0.02 0.00 0.00
-0.02 0.00 0.00
0.00 0.01 0.02
0.01 0.01 0.01
-0.09 -0.09 0.10
0.03 -0.01 -0.01
0.12 0.10 0.02
0.09 0.06 -0.01
0.19 -0.09 0.04
-0.05 0.04 0.45
0.03 -0.09 -0.03
-0.01 0.00 0.05
0.02 -0.01 0.02
0.10 0.02 -0.13
0.00 -0.01 -0.03
0.02 -0.01 0.02
-0.04 -0.01 0.00
0.02 0.01 -0.01
0.00 0.00 0.02
0.00 0.02 -0.06
-0.01 -0.06 -0.04
-0.04 0.04 0.06
0.03 0.00 -0.11
-0.01 0.01 0.00
-0.19 0.01 0.13
-0.05 -0.12 -0.03
0.00 0.09 0.07
0.02 0.07 -0.02
0.01 0.03 -0.07
-0.01 0.04 -0.01
-0.01 -0.03 0.00
0.01 0.01 0.04
0.01 0.00 0.00
-0.02 -0.01 -0.01
0.02 -0.02 -0.04
-0.01 0.02 0.02
0.00 -0.01 -0.01
-0.09 0.06 0.06
-0.03 -0.01 0.02
-0.03 -0.01 -0.04
-0.24 -0.06 0.04
0.02 0.04 0.01
0.01 0.03 0.06
0.00 0.00 0.00
0.01 0.02 0.01
0.01 -0.05 0.01
0.01 0.02 0.00
0.09 -0.02 0.04
0.01 -0.06 0.00
0.07 0.04 -0.01
-0.01 0.02 -0.03
-0.04 0.05 -0.05
0.01 0.01 0.00
0.00 0.02 0.02
-0.02 -0.07 -0.02
0.00 -0.03 0.01
0.06 -0.11 -0.06
0.06 0.00 0.03
0.01 0.00 0.01
-0.02 -0.01 0.00



- Which of these has the highest energy relative to the best compared isomer or geometry (same formula, charge and spin)?
  C22H20N4O2S2